C4H6N2O2 | ωB97M-V/def2-TZVPD

For the gap between HOMO and LUMO, the calculation gives 10.0346 eV. As for the largest force on an atom: 3.9 eV/A. As for the structure (SMILES): [H]/N=C1\NOC[C@@]12CO2. The electronic energy is -11315.429 eV. The value obtained for the energy above the lowest of the compared OMol25 structures with the same formula, charge and spin is 5.6127 eV.

The geometry in XYZ format:
```
14
Properties=species:S:1:pos:R:3:forces:R:3:mulliken_charge:R:1
C -0.3082 -0.4261 -0.7927 -0.57 -0.85 -3.18 -0.076
C 0.6512 1.3498 0.3981 -2.97 2.03 -1.37 -0.455
C 0.1618 -0.0637 0.5589 0.37 -1.08 0.91 1.064
C -0.2813 -0.9329 1.7122 -0.63 1.73 0.54 -0.566
H -1.2683 -1.5654 -2.0985 0.21 0.20 -1.26 0.222
H 0.2532 0.5793 -2.5531 0.66 -0.25 -1.93 0.268
H 1.2908 1.8166 1.1839 -0.57 -0.41 -0.92 0.385
H -0.4675 1.9033 0.0784 2.97 -0.82 2.04 0.248
H -1.0819 -1.6059 1.3345 0.68 0.13 0.81 0.312
H -0.3514 -0.5292 2.8531 0.53 -1.03 -2.99 0.234
N -0.9228 -1.5174 -1.1718 1.04 2.47 2.87 -0.669
N 0.1317 0.6677 -1.5964 -0.33 -0.02 2.33 -0.205
O 1.2183 1.4353 -0.9605 -1.54 -1.85 0.90 -0.302
O 0.9746 -1.1115 1.0538 0.17 -0.24 1.25 -0.460
```
Positions in Å, forces in eV/Å.